# 1
The following is a DFT calculation (ωB97M-V/def2-TZVPD) of a molecular structure, C10H13ClHfI2N2OP in a non-equilibrium geometry.

```
31
Properties=species:S:1:pos:R:3:forces:R:3:lowdin_charge:R:1
I -3.524 -1.397 -1.026 0.31 -0.23 0.07 0.1136
I -3.501 1.240 -0.882 0.26 0.22 0.06 0.1078
Hf 1.247 -0.164 -0.174 2.05 -0.10 0.53 1.6266
P 0.733 -0.018 -2.886 -0.69 0.21 -3.32 0.6689
C -0.793 -0.022 -3.949 -0.88 -0.05 1.42 -0.2308
C 1.518 1.470 -3.637 0.41 0.67 1.14 -0.2385
H 2.612 -1.445 -3.334 0.15 -0.20 -0.36 0.0380
H 1.798 -0.990 -4.867 -0.21 0.12 0.49 0.0888
H 1.110 -2.269 -3.807 0.09 0.25 0.01 0.0751
C 1.645 -1.310 -3.824 0.54 -0.77 1.03 -0.2421
H 2.450 1.642 -3.094 0.17 0.27 -0.40 0.0407
H 1.728 1.303 -4.707 -0.19 -0.21 0.52 0.0916
H -0.471 -0.056 -5.006 0.02 0.02 0.62 0.0932
H -1.401 0.863 -3.727 0.23 -0.02 -0.26 0.0416
H 0.884 2.360 -3.521 0.11 -0.28 -0.01 0.0736
H -1.427 -0.874 -3.679 0.18 -0.03 -0.34 0.0270
C -5.259 -0.169 3.167 -2.34 -0.90 -2.23 0.0129
O -6.079 -0.467 2.415 2.39 0.89 2.21 0.0014
Cl 3.594 -0.268 -0.386 -2.74 0.16 0.29 0.1933
N -0.324 0.202 7.399 0.29 0.00 -2.90 0.2769
C -0.175 0.202 6.234 0.25 0.22 1.17 -0.0702
C 0.085 0.163 4.787 -0.13 -0.58 0.16 -0.1041
C -0.686 -0.646 3.947 -0.75 -0.81 -0.78 0.0613
C -0.395 -0.789 2.597 -0.10 0.15 -0.02 -0.0675
N 0.625 -0.130 1.979 -0.05 0.29 -1.00 -0.1876
C 1.371 0.707 2.752 -0.31 -0.16 0.67 -0.0931
C 1.134 0.813 4.123 1.23 0.81 -0.27 0.0607
H -1.536 -1.232 4.292 0.16 0.20 0.25 0.1560
H -0.970 -1.412 1.922 -0.29 -0.18 0.41 0.1123
H 2.144 1.290 2.230 -0.01 -0.20 0.59 0.1213
H 1.862 1.403 4.658 -0.16 0.26 0.26 0.1512
```
Positions in Å, forces in eV/Å.

Results
- Frontier orbital gap: 3.30 eV
- ΔE to the lowest compared entry with this formula, charge and spin: 1.502 eV
- Total charge: +3
- Spin multiplicity: 1

***

# 2
The following is a DFT calculation (ωB97M-V/def2-TZVPD) of C2H4O2S2 in the gas phase in a non-equilibrium geometry.

```
10
Properties=species:S:1:pos:R:3:forces:R:3:lowdin_charge:R:1
C -0.574 -0.654 -0.247 1.05 -0.44 -0.05 -0.2727
S -1.351 0.859 -0.637 -0.51 1.96 0.40 0.7538
O -1.590 0.994 -2.054 -0.66 -0.48 -1.67 -0.5128
C -0.016 1.957 -0.301 -0.93 -0.47 -0.03 -0.6892
S 0.691 2.556 0.897 0.46 -0.77 1.77 0.9681
O 0.502 1.554 2.403 -1.27 0.79 -1.99 -0.4192
H 0.455 -0.495 -0.637 -0.65 -1.26 -0.08 0.0699
H -0.504 -0.505 0.823 0.07 -0.70 0.54 0.0328
H -1.191 -1.557 -0.554 1.03 1.30 0.24 0.0964
H 1.345 1.600 2.814 1.40 0.06 0.87 -0.0270
```
Positions in Å, forces in eV/Å.

Results
- Frontier orbital gap (spin up / spin down): 8.42 / 8.42 eV
- ΔE to the lowest compared entry with this formula, charge and spin: 4.150 eV
- Total charge: 0
- Spin multiplicity: 1

***

# 3
The following is a DFT calculation (ωB97M-V/def2-TZVPD) of C4H6BrNO2S in the gas phase in a non-equilibrium geometry.

```
15
Properties=species:S:1:pos:R:3:forces:R:3:lowdin_charge:R:1
C -0.894 1.367 -0.495 -1.94 -0.49 0.15 -0.2007
C -1.787 0.426 -0.189 -0.55 -0.64 0.07 -0.7974
C 0.523 1.048 -0.348 1.86 2.67 1.89 -0.1365
C 0.713 -0.215 0.462 -2.29 -0.92 -0.30 -0.6728
N 1.620 -1.123 0.018 1.17 -2.90 -3.03 0.0743
O -1.173 -1.960 -0.976 0.37 -2.02 -2.32 -0.5570
O 0.779 0.029 1.789 0.22 1.55 0.53 0.0280
S -1.172 -1.255 0.280 0.35 3.91 1.67 0.8883
Br -3.682 0.628 -0.633 1.13 -0.14 0.41 0.6346
H -1.322 2.264 -0.923 0.59 0.34 -0.04 0.1029
H 1.009 1.112 -1.304 0.31 -0.76 -0.56 0.1159
H 1.126 1.923 0.227 -1.45 -1.86 -0.91 0.1825
H 2.171 -1.694 0.663 -0.65 0.53 -0.09 0.1069
H 1.245 -1.746 -0.799 0.86 1.58 1.83 0.1392
H 0.844 -0.804 2.229 0.01 -0.86 0.71 0.0917
```
Positions in Å, forces in eV/Å.

Results
- Frontier orbital gap: 8.64 eV
- ΔE to the lowest compared entry with this formula, charge and spin: 0.262 eV
- Total charge: 0
- Spin multiplicity: 1

***

# 4
The following is a DFT calculation (ωB97M-V/def2-TZVPD) of a molecular structure, C44H55N6O2RuSbTe in a non-equilibrium geometry.

```
110
Properties=species:S:1:pos:R:3:forces:R:3:mulliken_spin:R:1
Ru 1.311 0.336 1.253 -0.70 0.09 -0.74 2.4611
C 3.350 1.713 3.707 0.00 -0.02 -0.05 0.0227
C 2.268 0.822 4.233 -0.22 0.01 -0.14 -0.0057
C 2.319 0.380 5.549 0.07 0.02 0.09 -0.0055
C 1.261 -0.320 6.085 -0.02 -0.04 0.08 0.0066
C 0.112 -0.488 5.321 -0.05 0.04 -0.01 -0.0042
C 0.106 -0.036 4.017 0.25 0.15 -0.07 0.0043
N 1.202 0.538 3.458 -0.03 -0.17 0.18 -0.0470
Sb -1.742 0.057 2.901 -0.11 -0.02 0.27 0.0186
C -1.083 1.892 2.004 0.13 0.17 -0.12 0.0074
C -1.854 2.980 2.352 0.09 0.05 0.09 -0.0037
C -1.459 4.254 1.956 0.07 0.07 0.23 0.0046
C -0.334 4.380 1.182 0.07 0.12 0.06 -0.0029
C 0.401 3.254 0.816 -0.13 -0.13 -0.10 0.0078
C 1.570 3.434 -0.103 0.08 -0.04 0.03 0.0681
N 0.035 2.035 1.250 0.20 0.20 0.23 -0.0312
C -1.132 -1.498 1.592 0.21 -0.18 -0.09 -0.0086
C -2.075 -2.490 1.418 0.07 -0.02 -0.02 -0.0080
C -1.694 -3.680 0.808 -0.08 0.00 -0.01 -0.0007
C -0.393 -3.811 0.394 0.03 -0.08 -0.08 -0.0023
C 0.519 -2.769 0.563 -0.05 0.20 -0.02 -0.0002
C 1.911 -2.954 0.045 0.00 0.02 0.07 0.0234
N 0.149 -1.628 1.170 -0.20 -0.27 0.03 0.1126
H 4.304 1.194 3.622 0.01 -0.02 0.02 -0.0001
H 3.090 2.127 2.736 -0.04 0.00 0.01 -0.0071
H 3.486 2.545 4.399 0.02 -0.01 0.01 0.0023
H 3.190 0.613 6.147 -0.01 0.00 0.00 0.0007
H 1.302 -0.681 7.104 -0.01 0.00 -0.01 0.0001
H -0.772 -0.943 5.746 0.00 0.00 0.00 0.0005
H -2.756 2.841 2.933 0.01 0.01 0.01 0.0004
H -2.037 5.125 2.238 0.00 -0.01 0.00 -0.0006
H -0.006 5.349 0.830 0.00 0.00 0.00 0.0005
H 1.237 3.942 -1.009 0.00 0.03 -0.01 0.0002
H 2.326 4.070 0.363 0.01 0.00 0.00 0.0084
H 2.021 2.491 -0.398 -0.08 0.07 0.03 -0.0527
H -3.092 -2.344 1.759 0.02 -0.01 0.01 0.0023
H -2.409 -4.479 0.659 0.00 0.00 0.00 0.0001
H -0.054 -4.720 -0.085 0.00 0.01 0.01 0.0013
H 2.339 -3.857 0.482 -0.01 -0.03 -0.03 -0.0010
H 1.883 -3.103 -1.036 0.00 0.01 0.00 0.0006
H 2.562 -2.113 0.251 -0.10 -0.09 0.00 -0.0044
C 2.170 0.577 -2.976 -0.03 0.13 -0.06 -0.0047
C 2.389 -0.019 -1.622 -0.86 0.22 0.51 -0.0517
O 3.349 -0.701 -1.354 0.46 -0.05 0.20 0.1876
N 1.424 0.229 -0.603 1.22 0.04 0.24 1.0691
Te -1.424 0.711 -1.619 -0.22 -0.18 0.02 0.0383
C -3.042 1.773 -2.471 0.10 -0.10 -0.03 0.0125
C -3.557 2.879 -1.790 -0.23 0.12 0.01 0.0031
C -3.037 3.383 -0.461 -0.03 -0.29 -0.37 -0.0001
C -4.649 3.545 -2.342 0.06 0.08 0.10 0.0016
C -5.225 3.153 -3.539 -0.11 0.08 -0.07 0.0004
C -6.391 3.901 -4.130 0.05 -0.06 0.04 0.0000
C -4.676 2.062 -4.199 0.06 -0.05 -0.05 0.0005
C -3.583 1.362 -3.701 -0.15 0.08 0.02 -0.0008
C -3.074 0.194 -4.503 0.03 0.04 0.05 0.0032
C -2.365 -1.194 -1.668 -0.09 0.22 0.02 -0.0105
C -1.817 -2.230 -2.426 0.11 -0.12 -0.10 0.0000
C -0.471 -2.147 -3.105 0.04 0.03 0.09 -0.0076
C -2.556 -3.397 -2.609 0.08 -0.07 0.03 0.0001
C -3.818 -3.564 -2.061 -0.05 -0.11 0.00 0.0010
C -4.624 -4.813 -2.312 0.04 0.09 0.00 0.0002
C -4.320 -2.537 -1.271 0.00 0.06 0.10 -0.0008
C -3.617 -1.354 -1.050 -0.07 -0.08 -0.08 0.0002
C -4.267 -0.324 -0.161 0.02 -0.04 -0.11 0.0046
H 3.105 1.046 -3.283 -0.01 -0.01 -0.04 -0.0004
H 1.352 1.290 -3.013 -0.01 -0.03 0.06 -0.0025
H 1.963 -0.231 -3.679 0.00 0.01 -0.01 0.0032
H -1.967 3.215 -0.330 -0.28 -0.02 -0.22 0.0029
H -3.549 2.885 0.368 -0.02 -0.01 -0.10 -0.0006
H -3.224 4.452 -0.366 -0.01 0.04 0.00 0.0004
H -5.058 4.400 -1.814 0.00 0.01 -0.02 0.0001
H -6.796 4.627 -3.428 0.00 0.00 0.01 0.0000
H -7.191 3.217 -4.414 0.00 -0.01 0.00 0.0001
H -6.088 4.437 -5.031 0.01 0.00 0.00 0.0001
H -5.105 1.747 -5.145 0.00 0.01 0.01 0.0004
H -3.371 0.300 -5.545 -0.01 0.00 0.01 0.0002
H -3.484 -0.748 -4.132 0.00 0.00 0.00 0.0001
H -1.987 0.117 -4.464 0.01 0.03 0.02 0.0000
H 0.227 -1.488 -2.583 -0.13 -0.10 0.00 0.0193
H -0.575 -1.769 -4.126 0.00 0.04 0.01 0.0005
H -0.021 -3.138 -3.172 -0.02 0.00 -0.02 0.0004
H -2.130 -4.194 -3.212 -0.01 0.02 0.02 0.0001
H -4.000 -5.621 -2.692 0.02 0.01 0.01 0.0000
H -5.404 -4.626 -3.052 0.01 0.03 0.00 0.0000
H -5.120 -5.157 -1.405 0.01 0.01 0.02 0.0000
H -5.296 -2.653 -0.809 0.01 -0.01 0.00 -0.0001
H -4.870 -0.818 0.602 -0.04 0.01 0.00 0.0006
H -4.930 0.333 -0.729 0.03 0.03 -0.03 -0.0007
H -3.532 0.319 0.327 0.07 0.02 0.00 -0.0024
C 4.079 -2.749 2.702 0.05 0.02 0.00 -0.0044
N 4.874 -1.792 1.942 0.01 -0.10 -0.01 0.0104
C 6.268 -2.182 1.712 -0.08 -0.03 0.04 0.0003
C 6.837 -1.411 0.546 0.01 -0.03 -0.05 0.0006
C 6.598 0.058 0.794 -0.02 0.03 0.01 0.0018
N 5.166 0.307 1.000 -0.04 0.00 -0.02 0.0083
C 4.703 1.605 0.559 -0.07 -0.01 -0.04 -0.0222
C 4.361 -0.620 1.536 0.01 -0.30 0.03 0.0349
O 3.116 -0.427 1.763 0.51 0.22 -0.17 0.1148
H 3.950 -3.668 2.130 0.01 -0.01 0.00 -0.0003
H 3.107 -2.333 2.942 0.01 -0.01 -0.01 0.0019
H 4.602 -2.993 3.627 0.02 0.02 0.01 -0.0003
H 6.277 -3.254 1.520 0.00 -0.01 -0.02 0.0001
H 6.851 -2.005 2.621 0.00 0.00 0.02 0.0005
H 6.344 -1.713 -0.381 0.02 0.00 0.00 -0.0003
H 7.903 -1.610 0.448 0.00 0.00 0.00 0.0001
H 6.909 0.658 -0.060 0.00 -0.01 -0.02 0.0000
H 7.164 0.405 1.665 -0.01 0.02 0.01 -0.0002
H 4.937 1.740 -0.498 -0.01 0.00 -0.04 -0.0005
H 5.193 2.396 1.131 0.02 0.00 0.00 0.0008
H 3.633 1.696 0.689 -0.02 -0.04 0.00 0.0174
```
Positions in Å, forces in eV/Å.

Results
- Frontier orbital gap (spin up / spin down): 6.51 / 5.00 eV
- Total charge: +2
- Spin multiplicity: 5

***

# 5
The following is a DFT calculation (ωB97M-V/def2-TZVPD) of 2 unconnected molecules or ions with the total composition C2H5NO2S in a non-equilibrium geometry.

```
11
Properties=species:S:1:pos:R:3:forces:R:3:lowdin_charge:R:1
C 0.010 -1.937 -0.065 1.76 1.07 -0.19 -0.4390
C -1.724 -0.288 0.145 -0.28 -2.93 2.46 -0.0175
N -1.149 -1.470 0.332 -5.20 3.99 0.35 -0.1223
O 2.507 -1.197 -0.079 2.28 -0.38 -0.37 -0.5535
O 0.726 2.683 -0.401 0.21 -5.57 -1.38 -0.0531
S 1.145 -0.748 0.001 -1.34 -0.77 0.19 0.9532
H 1.457 2.005 -0.199 -1.75 1.51 -0.53 0.0497
H 0.032 -3.005 -0.106 0.89 -0.52 -0.49 0.0904
H -2.637 -0.055 0.778 1.08 -0.71 -0.81 0.0890
H 1.034 3.432 -0.029 1.51 4.09 1.92 -0.0397
H -1.400 0.581 -0.377 0.85 0.22 -1.16 0.0428
```
Positions in Å, forces in eV/Å.

Results
- Frontier orbital gap (spin up / spin down): 7.84 / 7.84 eV
- ΔE to the lowest compared entry with this formula, charge and spin: 3.456 eV
- Total charge: 0
- Spin multiplicity: 1

***

# 6
The following is a DFT calculation (ωB97M-V/def2-TZVPD) of a molecular structure, C7H16Br2Si in a non-equilibrium geometry.

```
26
Properties=species:S:1:pos:R:3:forces:R:3:lowdin_charge:R:1
C 2.242 0.751 -0.240 -0.48 -1.79 3.73 -0.1492
C 2.525 -1.152 -1.818 -1.13 2.30 -0.78 -0.1920
C -1.187 1.801 0.370 0.25 -1.38 0.19 -0.0703
C -2.909 -0.010 0.491 -1.54 -1.59 0.29 -0.1430
C -0.891 -0.125 2.008 -1.16 -2.45 -0.52 -0.1407
C 1.999 -0.719 -0.443 -3.08 -1.90 -0.93 -0.3916
C -1.441 0.230 0.652 1.03 0.85 -1.30 -0.6861
Si -0.381 -1.011 -0.544 2.37 0.91 1.27 -0.0175
Br -0.978 -3.162 -0.131 0.14 0.56 0.05 0.2937
Br -0.734 -0.734 -2.688 -0.34 0.26 -0.50 0.3729
H 1.863 1.032 0.844 1.39 -0.17 -2.12 0.1072
H 3.287 0.851 -0.464 0.64 0.97 0.34 0.0739
H 1.635 1.224 -0.920 -1.11 1.67 -1.68 0.0277
H 2.179 -2.029 -2.335 -0.17 -0.70 0.46 0.0563
H 3.575 -1.117 -1.738 1.56 -0.49 0.00 0.0533
H 2.327 -0.329 -2.561 -0.07 -0.59 0.60 0.0722
H -1.383 1.990 -0.680 -0.42 0.31 -0.08 0.0630
H -1.731 2.502 1.049 -0.10 -0.86 -0.53 0.0982
H -0.146 2.054 0.504 0.46 -0.06 0.16 0.0391
H -3.306 -1.069 0.182 0.97 1.91 0.70 0.1042
H -3.302 0.723 -0.167 -0.42 0.31 -1.33 0.0533
H -3.406 0.315 1.410 -0.04 -0.53 0.34 0.0846
H -1.079 -1.269 2.179 0.74 2.15 0.19 0.0997
H 0.108 0.188 1.967 1.95 -0.39 0.34 0.0316
H -1.294 0.477 2.785 -0.97 0.32 0.83 0.0736
H 2.429 -1.411 0.289 -0.45 0.39 0.27 0.0860
```
Positions in Å, forces in eV/Å.

Results
- Frontier orbital gap: 9.37 eV
- ΔE to the lowest compared entry with this formula, charge and spin: 0.456 eV
- Total charge: 0
- Spin multiplicity: 1

***

Which value of total charge does entry 2 give? 0